8
Properties=species:S:1:pos:R:3:forces:R:3:mulliken_charge:R:1 method="wB97M-V/def2-TZVPD" homo_lumo_gap_ev=11.59 e_tot_ev=-8934.0722 e_homo_ev=-10.98 molar_mass_g_mol=78.04 charge=0
O -1.518166 -0.841163 -0.063278 -3.5 -2.2 0.1 -0.388
C -0.649552 -0.095825 0.033967 2.8 2.7 -0.2 0.394
O -0.829344 1.345397 0.064384 4.2 -3.0 -1.9 -0.467
C 0.794852 -0.770289 0.056831 -0.5 2.3 0.8 -0.061
F 1.782530 0.261357 -0.059613 -0.5 -1.0 -1.0 -0.315
H 0.096896 1.498299 -0.423316 -2.6 0.8 1.7 0.361
H 0.973782 -1.070179 1.086889 -0.4 -0.7 -0.1 0.208
H 0.794821 -1.617521 -0.680691 0.5 1.2 0.5 0.269

10
Properties=species:S:1:pos:R:3:forces:R:3:mulliken_charge:R:1 method="wB97M-V/def2-TZVPD" homo_lumo_gap_ev=8.05 e_tot_ev=-19044.8199 e_homo_ev=-4.14 molar_mass_g_mol=120.02 charge=-1
C -1.479856 0.567512 -0.146033 0.4 -1.0 -0.1 0.326
C -2.942497 -0.080155 0.072861 -0.3 2.2 -0.5 0.614
N -1.140874 1.745542 -0.405324 0.6 1.5 -0.8 -0.671
O -3.961949 0.587341 0.223991 0.4 -0.1 0.2 -0.693
O -2.802400 -1.315766 -0.081844 0.7 -0.7 0.1 -0.522
O 1.161368 -0.619319 0.108106 -1.8 0.2 -0.2 -0.556
P -0.575932 -1.062075 -0.220581 1.1 -0.4 2.5 -0.039
H -0.163917 2.070668 -0.762025 -1.8 -1.8 1.2 0.248
H 1.455097 -0.906424 -0.741314 1.1 -0.1 -0.8 0.303
H -0.655339 -1.350020 1.258842 -0.3 0.2 -1.7 -0.009

20
Properties=species:S:1:pos:R:3:forces:R:3:mulliken_charge:R:1 method="wB97M-V/def2-TZVPD" homo_lumo_gap_ev=4.56 e_tot_ev=-30336.8267 e_homo_ev=1.28 molar_mass_g_mol=184.18 charge=-2
C -1.052396 0.054567 -1.820520 2.4 -1.0 1.1 -1.150
Si -0.759841 -0.147934 0.045696 0.9 1.6 1.2 0.375
C -1.702203 1.457246 0.779463 -1.0 0.7 0.0 -1.118
C -1.797911 -1.675096 0.525930 -1.1 1.9 1.3 -1.026
O 0.758945 0.032625 0.511291 -0.2 -1.4 -0.1 -0.298
P 2.615517 0.478457 0.024469 0.2 1.3 1.9 0.973
O 2.383909 0.519297 -1.426425 0.0 -0.7 -2.1 -0.773
O 2.609426 1.778980 0.772731 0.2 0.0 0.3 -0.779
C 4.044913 -0.437310 0.661452 -1.6 1.7 1.4 -0.627
F 4.253904 -1.726303 0.193095 0.1 -1.7 -0.5 -0.248
H -1.868130 0.672574 -1.940790 -1.5 2.0 -0.4 0.357
H -0.031248 0.483160 -1.894461 -0.5 0.7 -0.7 0.219
H -1.106255 -0.661861 -2.615320 0.0 -1.1 0.0 0.430
H -1.605733 1.933381 1.803821 0.9 -0.9 -0.9 0.333
H -1.733676 2.363686 0.081418 0.1 -1.3 0.6 0.271
H -2.740196 1.098917 0.878274 -0.3 0.2 -0.4 0.275
H -1.885985 -2.051476 1.566837 0.3 0.3 -0.6 0.258
H -2.798743 -1.289957 0.201547 0.5 -0.6 0.1 0.215
H -1.454020 -2.394936 -0.146549 0.3 -1.6 -1.0 0.327
H 3.869714 -0.488015 1.798036 0.3 -0.1 -1.3 -0.016

45
Properties=species:S:1:pos:R:3:forces:R:3:mulliken_charge:R:1 method="wB97M-V/def2-TZVPD" homo_lumo_gap_ev=10.47 e_tot_ev=-27226.5926 e_homo_ev=-12.57 molar_mass_g_mol=323.35 charge=+1
Li -5.002021 -6.958015 -13.001663 -0.3 0.2 -0.2 1.203
N -6.838368 -6.778257 -12.109538 0.9 -0.1 0.2 0.010
C -7.899736 -7.538978 -12.320442 -1.5 0.6 -0.2 -0.016
C -9.130858 -7.303813 -11.687200 0.6 -0.1 -0.5 -0.885
C -9.199461 -6.287968 -10.765965 0.1 0.5 0.9 -0.196
C -8.054270 -5.550381 -10.456307 -0.2 -0.5 -0.5 -0.744
C -6.902938 -5.826111 -11.174407 -0.5 0.4 0.6 -0.118
H -7.902169 -8.251338 -13.136605 0.5 -0.1 0.1 0.321
H -10.010660 -7.856816 -11.983411 0.1 -0.1 0.1 0.412
H -10.112887 -6.043921 -10.236849 -0.1 -0.1 -0.2 0.381
H -8.073764 -4.773426 -9.707169 0.0 0.0 0.0 0.420
H -6.034577 -5.214339 -10.956479 0.3 -0.3 -0.3 0.392
N -3.894469 -8.430108 -12.422704 0.7 -1.3 0.5 0.199
C -2.579021 -8.674411 -12.565257 0.1 0.5 -0.1 -0.506
C -1.876216 -9.726160 -11.989352 -0.8 0.5 -0.9 -0.869
C -2.622920 -10.682922 -11.325263 0.3 -0.6 0.0 -0.175
C -3.990847 -10.509398 -11.171628 1.2 0.5 -0.3 -1.026
C -4.552142 -9.364247 -11.735694 -0.7 -0.7 1.5 0.031
H -2.041710 -7.963010 -13.182037 0.0 0.1 0.0 0.656
H -0.819147 -9.743841 -12.207176 0.1 -0.4 0.3 0.397
H -2.173177 -11.602049 -10.965439 0.2 0.2 0.2 0.392
H -4.495488 -11.235476 -10.552700 -0.6 0.2 -0.3 0.438
H -5.596680 -9.228285 -11.461425 0.0 0.5 -0.6 0.409
N -5.643627 -7.820970 -14.769945 -0.2 -0.7 -1.2 0.042
C -5.759588 -9.165300 -14.877217 -0.3 0.5 0.5 -0.041
C -5.797848 -9.854396 -16.066887 0.2 -0.3 -0.7 -0.904
C -5.662264 -9.161734 -17.265980 0.0 -0.1 0.7 -0.222
C -5.628407 -7.785855 -17.181409 -0.4 0.0 -0.7 -0.692
C -5.651088 -7.172496 -15.946450 0.3 0.3 0.6 -0.166
H -5.903821 -9.698264 -13.947497 0.2 -0.1 0.1 0.405
H -5.930096 -10.927121 -16.115935 0.1 0.0 0.4 0.393
H -5.610027 -9.695511 -18.203971 -0.1 0.1 -0.1 0.416
H -5.702851 -7.195402 -18.086270 0.3 0.1 0.1 0.389
H -5.645824 -6.089705 -15.906546 0.0 0.0 0.1 0.327
N -3.771493 -5.307628 -12.697517 -0.3 0.3 -0.5 -0.065
C -2.559938 -5.348817 -12.146414 0.1 0.5 0.4 -0.360
C -1.655252 -4.298544 -12.228151 0.1 -0.6 -0.3 -0.719
C -1.962357 -3.210681 -13.018170 0.2 -0.2 0.6 -0.243
C -3.259822 -3.103196 -13.503562 0.9 0.3 -0.4 -0.779
C -4.113157 -4.172989 -13.344491 0.2 -0.1 0.1 -0.145
H -2.268192 -6.226522 -11.587804 -0.3 -0.2 0.0 0.633
H -0.690559 -4.391805 -11.747231 0.0 0.0 -0.1 0.389
H -1.154057 -2.513770 -13.200086 -0.4 0.4 -0.1 0.402
H -3.501171 -2.208583 -14.061713 -0.4 -0.2 -0.1 0.367
H -5.087676 -4.107917 -13.810738 -0.2 -0.3 0.2 0.448

40
Properties=species:S:1:pos:R:3:forces:R:3:lowdin_spin:R:1 method="wB97M-V/def2-TZVPD" homo_lumo_gap_ev="6.76 / 6.92" spin_multiplicity=2 e_tot_ev=-170537.8627 e_homo_ev="-7.83 / -8.08" molar_mass_g_mol=676.68 charge=0
Ru -0.481586 -0.758588 0.459971 -0.2 -0.1 0.0 0.744
S 1.570060 0.146296 0.458018 0.2 -0.1 0.0 0.062
C 2.191451 -0.511370 1.957593 -0.1 0.0 0.0 0.005
C 3.557579 -0.609681 2.203199 0.0 0.0 0.1 0.006
C 4.020163 -1.134887 3.400496 0.0 0.0 0.0 0.004
C 5.433894 -1.271738 3.604678 0.0 0.0 0.0 0.001
N 6.569881 -1.387275 3.733727 0.0 0.0 0.0 0.001
C 3.103021 -1.547611 4.383092 0.0 0.0 0.0 0.001
C 1.741393 -1.413065 4.155698 0.0 0.0 0.0 0.009
C 1.276749 -0.892351 2.951775 0.1 0.1 -0.1 0.007
S -0.435056 -0.646407 2.668263 0.0 -0.1 0.0 0.098
C 3.559112 -2.126376 5.614356 0.1 0.0 0.0 0.000
N 3.915412 -2.603004 6.597283 0.0 0.0 0.0 0.000
H 4.268561 -0.281022 1.455459 0.0 0.0 0.0 0.000
H 1.038811 -1.726330 4.916787 0.0 0.0 0.0 0.000
Cl -2.979342 -1.552036 0.149767 0.1 0.0 0.1 0.000
C -3.030442 0.210969 0.074875 0.0 0.0 0.0 0.001
C -1.777286 0.790500 0.190473 -0.1 0.1 0.3 0.006
C -1.771698 2.184526 0.219259 0.1 -0.1 -0.2 0.004
Cl -0.274640 3.032268 0.348624 0.0 0.0 0.0 0.001
C -2.956348 2.920938 0.128433 0.0 0.0 0.0 0.000
Cl -2.914630 4.639696 0.166712 0.0 0.0 0.0 0.000
C -4.186541 2.273946 0.001501 0.0 0.0 0.0 0.001
Cl -5.643669 3.177129 -0.123260 0.0 0.0 0.0 0.000
C -4.232800 0.883266 -0.025217 0.0 -0.1 0.0 -0.001
Cl -5.717099 0.030249 -0.164928 0.0 0.0 0.0 -0.001
C 1.493549 -2.318408 -2.345872 0.0 0.0 0.0 0.001
As 1.362132 -3.340216 -0.726936 0.0 0.1 0.1 0.004
C 3.075826 -3.368084 0.125928 0.0 0.0 0.0 0.003
C 0.872048 -5.134563 -1.178770 0.0 0.0 0.0 0.000
O 0.173599 -2.757466 0.303774 -0.1 0.0 -0.3 0.040
H 2.403823 -2.587840 -2.880289 0.0 0.0 0.0 0.000
H 1.535380 -1.264308 -2.076953 0.0 0.0 0.0 0.001
H 0.625316 -2.519287 -2.970432 0.0 0.0 0.0 0.000
H 3.751788 -4.026550 -0.417697 0.0 0.0 0.0 0.000
H 2.942387 -3.722949 1.146412 0.0 0.0 0.0 0.000
H 3.467964 -2.353218 0.146816 0.0 0.0 0.0 0.000
H 1.675080 -5.623721 -1.727992 0.0 0.0 0.0 0.000
H -0.032946 -5.111040 -1.781956 0.0 0.0 0.0 0.000
H 0.673921 -5.670861 -0.252934 0.0 0.0 0.0 0.000